Molecular formula: C76H150F18N5O13S
Method: DFT, the ωB97M-V functional and the def2-TZVPD basis

Calculated values
- Orbital gap: 0.120 hartree
- E_HOMO: -3.65 eV
- DFT total energy: -6432.44439 Ha
- Maximum force: 5.19 eV/Å

The geometry in ORCA input format:
```
! wB97M-V def2-TZVPD RIJCOSX def2/J DEFGRID3
* xyz -1 1
C 11.9542 -20.9174 1.3574
C 11.7512 -20.6747 -0.0825
C 11.9900 -21.8203 -1.1000
C 12.3024 -21.1972 -2.4908
N 12.5961 -22.3512 -3.5628
C 13.8587 -23.2319 -3.2480
C 13.2621 -24.5516 -2.7819
C 11.7720 -24.3783 -2.7404
C 11.3315 -23.2754 -3.6244
C 12.9675 -21.7559 -5.0011
C 14.0034 -20.5658 -4.8816
C 14.7338 -20.2920 -6.1608
H 11.3610 -21.6956 1.8378
H 11.7270 -20.0084 1.9144
H 13.0018 -21.0148 1.6424
H 12.5541 -19.9634 -0.2763
H 10.8995 -20.0252 -0.2849
H 11.0144 -22.2987 -1.1856
H 12.7207 -22.5517 -0.7547
H 13.0166 -20.3756 -2.5462
H 11.3809 -20.7258 -2.8325
H 14.5208 -23.3317 -4.1082
H 14.3276 -22.6786 -2.4344
H 13.4463 -25.1803 -3.6531
H 13.8355 -24.9026 -1.9240
H 11.3954 -25.3716 -2.9846
H 11.3197 -24.0921 -1.7909
H 11.3717 -23.6401 -4.6508
H 10.3936 -22.7710 -3.3918
H 12.0779 -21.3246 -5.4601
H 13.2172 -22.5489 -5.7060
H 14.6977 -20.7131 -4.0543
H 13.4908 -19.6212 -4.6998
H 15.0163 -19.2393 -6.1729
H 14.1936 -20.6864 -7.0214
H 15.6403 -20.8960 -6.1204
C 20.2713 -19.5912 12.7951
C 21.3130 -19.5405 11.6619
C 22.6456 -20.4355 11.7227
C 23.3248 -20.5899 13.1260
N 24.7754 -21.2464 13.0424
C 25.2375 -21.2790 14.5448
C 26.7340 -20.8727 14.5181
C 26.7229 -19.8974 13.4415
C 25.8065 -20.3477 12.3433
C 24.5737 -22.6672 12.4508
C 23.5250 -23.6068 12.9175
C 23.5395 -24.9828 12.2942
H 19.7939 -18.6169 12.8995
H 20.7819 -19.8216 13.7301
H 19.5563 -20.4040 12.6677
H 21.6716 -18.5167 11.5555
H 20.7854 -19.8208 10.7502
H 23.3447 -19.9660 11.0305
H 22.3345 -21.3277 11.1792
H 22.8696 -21.3555 13.7543
H 23.4477 -19.6119 13.5911
H 25.1976 -22.2871 14.9573
H 24.6565 -20.5739 15.1393
H 27.3569 -21.7561 14.3772
H 27.1721 -20.3803 15.3862
H 27.7141 -19.7500 13.0125
H 26.4940 -18.8891 13.7866
H 26.3563 -20.9859 11.6516
H 25.3565 -19.5435 11.7611
H 25.5427 -23.0986 12.7019
H 24.5748 -22.4869 11.3758
H 22.5063 -23.2386 12.7955
H 23.5188 -23.6842 14.0047
H 24.5187 -25.4163 12.0913
H 23.0402 -24.9347 11.3265
H 23.0847 -25.7016 12.9759
C 17.6821 -7.4423 5.0961
C 17.2133 -7.8137 3.7508
C 16.1721 -8.9326 3.7681
C 15.7163 -9.4432 2.4081
N 14.4441 -10.3789 2.3580
C 13.2385 -9.6414 2.9930
C 11.9394 -10.1516 2.3243
C 12.4349 -10.6908 1.0536
C 13.9775 -10.3514 0.9342
C 14.8902 -11.7114 3.0327
C 14.4478 -11.9310 4.5738
C 15.0715 -13.0676 5.2743
H 18.5462 -6.7982 4.9339
H 17.8991 -8.2720 5.7690
H 16.9290 -6.8096 5.5658
H 18.0806 -8.1499 3.1826
H 16.9705 -6.9594 3.1188
H 15.2876 -8.5561 4.2819
H 16.5023 -9.8299 4.2916
H 16.4930 -9.9479 1.8335
H 15.4029 -8.5870 1.8107
H 13.0958 -9.8404 4.0551
H 13.3611 -8.5710 2.8278
H 11.5913 -11.0529 2.8288
H 11.2324 -9.3242 2.2636
H 12.3486 -11.7724 0.9507
H 11.8234 -10.2570 0.2624
H 14.5336 -10.9353 0.2007
H 14.0662 -9.2938 0.6857
H 15.9696 -11.7942 2.9055
H 14.3873 -12.4605 2.4212
H 13.3705 -12.0915 4.5318
H 14.6665 -11.0218 5.1337
H 15.7955 -13.6294 4.6841
H 14.4578 -13.8943 5.6321
H 15.5990 -12.6373 6.1256
C 5.2659 -8.1697 -6.9796
C 5.9801 -6.8560 -6.7049
C 7.1333 -6.5915 -7.7977
C 8.3100 -5.7993 -7.2045
N 9.4572 -5.2759 -8.2463
C 10.6647 -4.7283 -7.3768
C 10.8411 -3.2408 -7.7785
C 10.1040 -3.1666 -9.1076
C 8.8710 -4.0820 -9.0980
C 9.7801 -6.4948 -9.2261
C 10.3934 -7.7261 -8.4606
C 10.6669 -8.8654 -9.5323
H 4.4852 -8.2983 -6.2298
H 6.0086 -8.9649 -6.9155
H 4.5930 -8.3200 -7.8238
H 6.2590 -6.9289 -5.6537
H 5.2008 -6.0953 -6.7500
H 6.7638 -5.9232 -8.5755
H 7.4835 -7.5689 -8.1296
H 8.8363 -6.5110 -6.5684
H 8.1194 -4.8612 -6.6832
H 11.5514 -5.2790 -7.6908
H 10.6705 -4.9669 -6.3133
H 11.8796 -2.9096 -7.7830
H 10.4154 -2.6005 -7.0060
H 10.7540 -3.5097 -9.9125
H 9.8299 -2.1343 -9.3250
H 8.6094 -4.4493 -10.0903
H 8.1429 -3.4742 -8.5609
H 10.5014 -6.0314 -9.8992
H 8.8629 -6.8113 -9.7228
H 9.7787 -8.0443 -7.6186
H 11.4415 -7.5316 -8.2328
H 9.7500 -8.9620 -10.1137
H 10.9506 -9.7635 -8.9836
H 11.4994 -8.5786 -10.1749
C 22.9753 -6.9527 18.9336
C 21.4820 -7.3683 18.8050
C 20.9345 -7.2259 17.3613
C 19.7336 -8.1737 17.1871
N 18.7347 -7.9075 16.0144
C 17.5213 -8.8400 16.0006
C 16.2917 -7.9543 16.3035
C 16.6620 -6.5657 15.7878
C 18.0908 -6.4562 16.1441
C 19.5548 -7.8736 14.6752
C 20.2343 -9.2547 14.2985
C 20.9871 -9.2527 13.0136
H 23.1672 -6.3671 19.8327
H 23.3286 -6.2048 18.2238
H 23.5938 -7.8336 18.7615
H 20.8522 -6.9018 19.5625
H 21.4218 -8.4352 19.0200
H 21.7568 -7.4590 16.6849
H 20.5002 -6.2550 17.1232
H 19.0508 -8.1649 18.0367
H 19.9796 -9.2355 17.2036
H 17.3532 -9.3112 15.0322
H 17.6776 -9.6655 16.6950
H 15.3681 -8.2973 15.8371
H 16.0575 -7.8865 17.3659
H 16.6136 -6.3427 14.7220
H 16.1702 -5.7036 16.2383
H 18.6996 -5.6106 15.8242
H 18.2392 -6.3347 17.2171
H 20.2551 -7.0427 14.7606
H 18.8675 -7.6155 13.8696
H 19.4718 -10.0319 14.2462
H 20.9139 -9.4107 15.1364
H 21.5226 -10.1925 12.8795
H 21.8403 -8.5744 13.0169
H 20.2336 -9.1634 12.2310
C 15.4372 -2.0243 -1.4696
O 14.0438 -1.7696 -1.1936
O 15.5276 -3.0578 -2.3862
C 16.2910 -0.6998 -1.5122
F 17.6017 -0.7432 -1.2318
F 16.2508 -0.1077 -2.6439
F 15.8099 0.1647 -0.6506
C 13.2813 -2.6761 -0.4111
C 11.8496 -2.0593 -0.3367
H 11.1382 -2.5369 0.3371
H 11.9095 -1.1251 0.2217
H 11.2768 -1.8965 -1.2497
H 13.6663 -2.8914 0.5857
H 13.2814 -3.6261 -0.9455
H 15.8787 -2.2733 -0.5046
C 6.7971 -16.6656 -6.1757
O 5.8305 -15.9209 -5.3716
O 6.5344 -18.0789 -6.1335
C 6.8533 -15.8529 -7.4709
F 7.1390 -14.5721 -7.2913
F 8.0384 -16.1774 -7.9967
F 5.9826 -15.9964 -8.4451
C 6.1192 -15.7623 -3.9632
C 5.1224 -14.7874 -3.2712
H 4.0497 -14.8620 -3.4502
H 5.2310 -14.6150 -2.2005
H 5.4564 -13.8172 -3.6389
H 7.1001 -15.3254 -3.7757
H 5.9616 -16.6608 -3.3666
H 7.8067 -16.5365 -5.7857
C 20.2355 1.3699 11.7364
O 20.1940 2.7886 11.5788
O 20.7284 1.0590 13.0422
C 18.7042 0.8330 11.5309
F 18.7675 -0.4695 11.2854
F 17.8980 1.0729 12.6197
F 18.1167 1.4651 10.5377
C 20.6336 3.3632 10.3334
C 19.9865 4.7312 10.2158
H 20.3354 5.4471 10.9601
H 20.1225 5.3244 9.3116
H 18.9184 4.5856 10.3777
H 20.3948 2.8363 9.4095
H 21.7176 3.3990 10.2242
H 20.8942 1.0598 10.9252
C 25.1397 -22.5338 4.3129
O 23.8057 -22.0975 4.5264
O 26.0015 -21.8588 5.2479
C 25.2084 -24.1385 4.3176
F 25.3203 -24.6116 3.0567
F 26.3562 -24.6396 4.8621
F 24.1672 -24.7043 4.9913
C 22.7450 -22.4722 3.5424
C 21.4689 -21.6660 3.6818
H 20.9201 -22.0017 2.8019
H 20.9923 -22.0504 4.5835
H 21.6966 -20.6012 3.6320
H 22.5226 -23.5390 3.5682
H 23.0346 -22.1755 2.5343
H 25.3697 -22.1648 3.3134
C 20.2879 -14.6300 -1.2464
O 20.4098 -14.3168 0.1936
O 18.9457 -15.0142 -1.4016
C 20.7309 -13.4063 -2.0914
F 20.2859 -12.2077 -1.6485
F 22.0359 -13.2807 -2.2437
F 20.3600 -13.5340 -3.3496
C 21.6230 -14.4285 0.9433
C 21.3253 -13.7972 2.3566
H 20.4269 -14.2682 2.7555
H 22.1504 -13.6696 3.0573
H 20.9835 -12.7812 2.1591
H 22.5120 -14.0422 0.4447
H 22.0042 -15.4410 1.0757
H 21.0012 -15.4494 -1.3350
C 8.1707 -12.0235 11.4936
F 9.4271 -11.6429 11.5301
F 7.6421 -12.5576 12.6487
F 7.3771 -10.9330 11.2181
S 7.9869 -13.2639 10.0010
O 8.0536 -12.5324 8.7475
O 9.1515 -14.1640 10.0744
O 6.7088 -13.9768 10.2363
*
```

Mulliken atomic charge list, values in e, 99 entries: -1.4795, -0.7400, -0.0194, -1.1111, 0.3303, -0.6825, -0.6596, -0.5571, -0.6802, -1.0071, -0.3876, -1.3670, 0.3305, 0.4219, 0.3565, 0.2614, 0.4858, 0.2679, 0.3344, 0.5830, 0.4161, 0.4238, 0.3756, 0.3745, 0.3049, 0.5108, 0.1924, 0.4383, 0.3162, 0.5209, 0.5976, 0.4598, 0.3516, 0.3595, 0.3522, 0.3246, -1.0680, -0.6039, -0.7643, -1.0196, 0.4580, -0.5226, -0.5904, -0.6823, -0.4773, -0.8146, -0.4748, -1.4350, 0.3361, 0.2785, 0.3018, 0.3339, 0.4098, 0.3246, 0.3274, 0.6512, 0.4856, 0.2741, 0.3209, 0.3133, 0.3647, 0.4104, 0.3150, 0.4023, 0.2952, 0.6013, 0.5225, 0.2557, 0.3836, 0.3636, 0.3564, 0.3655, -1.3202, -0.6263, -0.2648, -1.3429, 0.4362, -0.7205, -0.5477, -0.6808, -0.7639, -0.8159, -0.1561, -1.3272, 0.3948, 0.3380, 0.3203, 0.4055, 0.4668, 0.3277, 0.3611, 0.5878, 0.3799, 0.3195, 0.5293, 0.1732, 0.4260, 0.3363, 0.4208